Record 1
ORCA calculation (ωB97M-V/def2-TZVPD) on a molecular structure, C10H7Cl5N4OPdSi in a non-equilibrium geometry.

Properties
E_LUMO	4.970	eV
F_max	0.03806	Eh/bohr
frontier orbital gap	5.814	eV
total charge	-2

Structure (XYZ):
```
29
Properties=species:S:1:pos:R:3:nbo_charge:R:1
Pd -0.905 1.299 -0.004 0.5526
Cl 0.408 -1.053 3.916 -0.0677
C -0.894 0.125 4.024 -0.0877
C -1.497 0.302 5.248 -0.2254
C -2.526 1.221 5.395 -0.3342
C -2.910 1.958 4.281 -0.2254
C -2.299 1.773 3.061 -0.1044
Cl -2.807 2.791 1.732 -0.0221
C -1.238 0.835 2.827 0.1174
N -0.538 0.638 1.734 -0.8122
H -1.161 -0.292 6.090 0.1989
H -3.004 1.372 6.356 0.1882
H -3.695 2.702 4.359 0.2020
N 1.915 0.062 0.969 -0.3385
C 3.141 -0.365 1.294 -0.0738
C 3.934 -0.209 0.167 -0.3914
C 3.061 0.339 -0.789 -0.0818
N 1.847 0.492 -0.281 -0.2619
H 1.029 0.168 1.528 0.4619
H 3.357 -0.740 2.281 0.2012
H 4.978 -0.455 0.060 0.1972
H 3.255 0.627 -1.810 0.1912
Cl -3.587 0.182 -2.337 -0.4682
Si -2.116 -0.339 -0.918 0.9960
Cl -1.041 -1.799 -2.009 -0.4682
Cl -3.266 -1.601 0.339 -0.4753
O 0.871 4.947 -1.899 -0.7127
C 0.198 4.040 -1.491 0.7079
N -0.486 3.159 -1.093 -0.8638
```



Record 2
ORCA calculation (ωB97M-V/def2-TZVPD) on 3 unconnected molecules or ions with the total composition C4H12NO2 in a non-equilibrium geometry.

Properties
E_LUMO	-9.213	eV
F_max	0.14151	Eh/bohr
frontier orbital gap	3.787	eV
total charge	+1

Structure (XYZ):
```
19
Properties=species:S:1:pos:R:3:nbo_charge:R:1
C 1.060 -1.490 2.186 -0.6287
C -0.096 -0.730 1.515 -0.1132
C -1.328 -1.392 0.889 -0.2301
C -0.197 -0.782 -0.046 0.2206
O -0.724 -0.012 -0.959 -0.3105
N 0.615 1.559 -3.065 -1.0097
H 1.994 -1.233 1.690 0.2593
H 1.173 -1.216 3.219 0.2833
H 0.870 -2.589 2.101 0.2398
H -0.314 0.273 1.905 0.3128
H -1.479 -2.454 0.925 0.2864
H -2.212 -0.745 0.949 0.2816
H 0.554 -1.406 -0.539 0.2400
H -0.132 1.032 -2.628 0.3594
H 0.433 2.151 -3.890 0.3930
H 1.058 2.082 -2.333 0.3693
H 0.011 2.831 0.088 0.5014
H -0.171 1.200 -0.506 0.4478
O 0.374 1.925 0.109 -0.9024
```



Record 3
ORCA calculation (ωB97M-V/def2-TZVPD) on C4H8N2O in the gas phase.

Properties
E_LUMO	0.942	eV
F_max	0.01406	Eh/bohr
frontier orbital gap	10.674	eV
SMILES	NC(=O)CN1CC1

Structure (XYZ):
```
15
Properties=species:S:1:pos:R:3:nbo_charge:R:1
N 1.842 0.058 -1.327 -0.8582
C 1.559 -0.804 -0.272 0.6771
O 2.115 -1.865 -0.103 -0.5598
C 0.557 -0.222 0.719 -0.3284
N -0.440 0.534 -0.012 -0.4282
C -1.691 0.842 0.645 -0.2497
C -1.617 -0.229 -0.382 -0.2604
H 2.783 0.399 -1.250 0.3900
H 1.175 0.818 -1.385 0.3970
H 0.160 -1.025 1.356 0.1960
H 1.126 0.471 1.356 0.2190
H -1.812 0.543 1.685 0.1950
H -2.115 1.810 0.388 0.2067
H -1.654 -1.259 -0.029 0.1961
H -1.988 -0.071 -1.390 0.2077
```



Record 4
ORCA calculation (ωB97M-V/def2-TZVPD) on a molecular structure, C37H60Br9N5O9 in a non-equilibrium geometry.

Properties
E_LUMO	-1.332	eV
F_max	0.10091	Eh/bohr
frontier orbital gap	4.146	eV

Structure (XYZ):
```
120
Properties=species:S:1:pos:R:3:mulliken_charge:R:1
C 16.333 11.544 -10.419 -0.5872
C 17.435 12.243 -9.832 0.1798
C 17.160 13.265 -8.684 0.6338
C 16.451 12.552 -7.465 -0.6340
N 16.417 13.435 -6.127 1.2402
C 15.518 12.807 -5.031 -0.9300
C 14.821 13.892 -4.144 0.8540
C 14.886 15.172 -5.033 -0.7960
C 15.692 14.805 -6.327 -0.8257
C 17.829 13.651 -5.564 -1.6636
C 18.674 12.418 -5.315 1.6398
C 19.750 12.572 -4.207 -1.2943
H 15.391 12.061 -10.599 -0.0110
H 16.041 10.608 -9.941 -0.2333
H 16.777 11.263 -11.374 0.5092
H 17.928 12.822 -10.613 0.1321
H 18.097 11.503 -9.382 0.0197
H 16.418 14.018 -8.949 0.3806
H 18.041 13.737 -8.248 -0.7947
H 16.960 11.616 -7.236 -0.0956
H 15.445 12.370 -7.844 0.4635
H 16.035 12.023 -4.477 0.3167
H 14.680 12.310 -5.518 0.2132
H 15.425 14.117 -3.265 0.1856
H 13.847 13.623 -3.736 -0.5538
H 15.286 16.070 -4.561 0.3416
H 13.850 15.368 -5.308 0.1287
H 16.441 15.463 -6.769 0.5502
H 14.962 14.584 -7.106 0.4328
H 17.561 14.079 -4.599 0.8059
H 18.367 14.347 -6.208 0.2549
H 19.241 12.140 -6.204 0.2022
H 18.029 11.606 -4.979 -0.8570
H 20.077 13.558 -3.877 0.4486
H 20.700 12.152 -4.540 0.0119
H 19.552 12.020 -3.288 0.3188
C 12.431 11.796 -9.060 -0.7543
C 10.927 11.384 -9.194 0.5481
C 10.816 9.903 -9.581 -1.3003
O 10.120 11.662 -8.151 -0.9758
H 13.000 11.470 -9.931 0.0370
H 12.819 11.241 -8.205 0.1849
H 12.651 12.836 -8.819 0.2972
H 10.613 12.003 -10.034 0.2781
H 9.741 9.726 -9.613 0.4046
H 11.312 9.166 -8.948 0.1861
H 11.074 9.582 -10.590 0.3077
C 20.630 14.645 -9.753 -0.4011
Br 22.312 15.120 -10.543 -0.0314
Br 20.090 15.923 -8.307 -0.0461
Br 20.787 12.670 -9.109 0.0666
H 19.913 14.786 -10.562 0.4151
C 14.832 13.813 -13.977 -0.4223
Br 16.883 13.624 -13.960 -0.0705
Br 13.934 12.312 -12.992 0.0736
Br 14.104 14.031 -15.890 -0.0565
H 14.677 14.755 -13.451 0.4399
C 14.296 7.498 -10.750 -0.3865
Br 14.326 9.091 -11.869 0.0275
Br 14.952 7.959 -8.925 0.0161
Br 15.387 6.059 -11.536 -0.0498
H 13.275 7.116 -10.756 0.4131
C 11.669 13.390 -2.613 -0.4387
C 11.659 12.203 -3.439 -0.7515
C 11.471 12.422 -4.825 0.2067
C 11.384 13.756 -5.309 -0.3074
C 11.308 14.864 -4.433 -0.5026
C 11.542 14.709 -3.045 0.4796
O 11.735 15.736 -2.222 -0.5711
O 11.513 11.372 -5.689 -0.4927
H 11.643 13.203 -1.549 0.3328
H 11.849 11.213 -3.051 0.4641
H 11.347 13.879 -6.382 0.5353
H 11.295 15.860 -4.849 0.4141
H 11.277 15.857 -1.387 0.3415
H 11.183 11.562 -6.570 0.1616
C 17.256 8.514 -6.094 -0.5861
C 18.319 8.759 -7.007 -0.1181
C 19.611 9.117 -6.550 -0.1969
C 19.788 9.101 -5.108 -0.4292
C 18.795 8.958 -4.155 -0.9185
C 17.504 8.725 -4.757 1.0263
O 16.404 8.578 -3.957 -0.5945
O 20.576 9.441 -7.446 -0.4901
H 16.363 8.116 -6.554 0.0286
H 18.128 8.530 -8.045 0.5659
H 20.803 9.158 -4.743 0.5247
H 18.975 9.039 -3.093 0.5549
H 15.738 8.054 -4.408 0.2199
H 21.462 9.656 -7.145 0.2435
C 19.786 11.417 1.098 -0.7789
C 18.890 11.977 0.262 0.1188
C 19.033 13.200 -0.305 0.2822
C 20.123 13.952 -0.030 -0.4365
C 21.103 13.463 0.873 -0.7264
C 20.957 12.191 1.402 0.5035
O 21.914 11.654 2.248 -0.5675
O 18.062 13.637 -1.197 -0.5479
H 19.850 10.441 1.555 0.3943
H 18.115 11.294 -0.052 0.3203
H 20.132 14.921 -0.507 0.4431
H 21.898 14.136 1.160 0.4131
H 21.622 11.303 3.092 0.3200
H 17.572 12.860 -1.477 0.0856
C 23.656 11.542 -6.385 0.6806
O 23.476 10.348 -6.744 -0.7815
N 23.541 11.848 -5.124 -0.3633
N 24.049 12.583 -7.087 -0.3442
H 23.419 12.825 -4.898 0.1654
H 23.263 11.132 -4.467 0.2130
H 24.091 12.483 -8.091 0.2372
H 23.829 13.391 -6.523 0.1630
C 15.551 11.091 -1.439 0.4157
O 16.346 11.686 -2.154 -0.1323
N 14.893 11.465 -0.378 -0.4452
N 14.995 10.011 -1.899 -0.3293
H 14.378 10.887 0.271 0.1770
H 15.062 12.439 -0.175 0.2630
H 14.248 9.516 -1.432 0.1743
H 15.562 9.670 -2.662 0.1923
```



Record 5
ORCA calculation (ωB97M-V/def2-TZVPD) on a molecular structure, C14H16F5ORuS4 in a non-equilibrium geometry.

Properties
E_LUMO (alpha / beta)	-8.917 / -8.844	eV
F_max	0.05662	Eh/bohr
spin multiplicity	2
frontier orbital gap (alpha / beta)	4.939 / 5.039	eV
total charge	+2

Structure (XYZ):
```
41
Properties=species:S:1:pos:R:3:nbo_charge:R:1
Ru -0.055 0.039 -0.017 0.5674
C -0.114 -3.200 -1.150 -0.5439
C 1.334 -2.809 -1.344 -0.5281
S 1.493 -1.032 -1.757 0.4174
C 3.110 -0.640 -0.996 -0.5222
C 3.265 0.855 -0.805 -0.5484
S 1.905 1.689 0.093 0.4293
C 2.394 1.560 1.847 -0.5439
C 2.320 0.180 2.461 -0.5281
S 0.616 -0.484 2.401 0.4174
C 0.945 -2.276 2.235 -0.5222
C -0.279 -3.002 1.717 -0.5484
S -1.012 -2.331 0.180 0.4293
H -0.187 -4.268 -0.943 0.2703
H -0.705 -2.988 -2.042 0.2678
H 1.733 -3.369 -2.191 0.2717
H 1.945 -3.017 -0.468 0.2273
H 3.885 -0.990 -1.680 0.2687
H 3.188 -1.190 -0.060 0.2187
H 3.306 1.366 -1.766 0.2705
H 4.187 1.074 -0.266 0.2690
H 1.723 2.256 2.353 0.2678
H 3.409 1.951 1.928 0.2703
H 2.596 0.256 3.514 0.2717
H 2.986 -0.529 1.975 0.2273
H 1.186 -2.656 3.229 0.2687
H 1.811 -2.405 1.588 0.2187
H -1.091 -2.958 2.443 0.2705
H -0.048 -4.050 1.531 0.2690
F -5.932 4.266 -1.813 -0.2293
C -4.909 3.531 -1.500 0.3860
C -4.887 2.183 -1.887 0.2478
F -5.905 1.686 -2.561 -0.2526
C -3.805 1.410 -1.558 0.3862
F -3.740 0.139 -1.900 -0.2777
C -2.700 1.942 -0.825 0.1690
O -1.696 1.220 -0.518 -0.6365
C -2.770 3.319 -0.451 0.3862
F -1.749 3.809 0.222 -0.2777
C -3.847 4.098 -0.782 0.2478
F -3.905 5.369 -0.438 -0.2526
```



Repeat the fifth record exactly.
ORCA calculation (ωB97M-V/def2-TZVPD) on a molecular structure, C14H16F5ORuS4 in a non-equilibrium geometry.

Properties
E_LUMO (alpha / beta)	-8.917 / -8.844	eV
F_max	0.05662	Eh/bohr
spin multiplicity	2
frontier orbital gap (alpha / beta)	4.939 / 5.039	eV
total charge	+2

Structure (XYZ):
```
41
Properties=species:S:1:pos:R:3:nbo_charge:R:1
Ru -0.055 0.039 -0.017 0.5674
C -0.114 -3.200 -1.150 -0.5439
C 1.334 -2.809 -1.344 -0.5281
S 1.493 -1.032 -1.757 0.4174
C 3.110 -0.640 -0.996 -0.5222
C 3.265 0.855 -0.805 -0.5484
S 1.905 1.689 0.093 0.4293
C 2.394 1.560 1.847 -0.5439
C 2.320 0.180 2.461 -0.5281
S 0.616 -0.484 2.401 0.4174
C 0.945 -2.276 2.235 -0.5222
C -0.279 -3.002 1.717 -0.5484
S -1.012 -2.331 0.180 0.4293
H -0.187 -4.268 -0.943 0.2703
H -0.705 -2.988 -2.042 0.2678
H 1.733 -3.369 -2.191 0.2717
H 1.945 -3.017 -0.468 0.2273
H 3.885 -0.990 -1.680 0.2687
H 3.188 -1.190 -0.060 0.2187
H 3.306 1.366 -1.766 0.2705
H 4.187 1.074 -0.266 0.2690
H 1.723 2.256 2.353 0.2678
H 3.409 1.951 1.928 0.2703
H 2.596 0.256 3.514 0.2717
H 2.986 -0.529 1.975 0.2273
H 1.186 -2.656 3.229 0.2687
H 1.811 -2.405 1.588 0.2187
H -1.091 -2.958 2.443 0.2705
H -0.048 -4.050 1.531 0.2690
F -5.932 4.266 -1.813 -0.2293
C -4.909 3.531 -1.500 0.3860
C -4.887 2.183 -1.887 0.2478
F -5.905 1.686 -2.561 -0.2526
C -3.805 1.410 -1.558 0.3862
F -3.740 0.139 -1.900 -0.2777
C -2.700 1.942 -0.825 0.1690
O -1.696 1.220 -0.518 -0.6365
C -2.770 3.319 -0.451 0.3862
F -1.749 3.809 0.222 -0.2777
C -3.847 4.098 -0.782 0.2478
F -3.905 5.369 -0.438 -0.2526
```